# 1
{
  "formula": "C21H27GaN6SSe",
  "method": "wB97M-V/def2-TZVPD",
  "elements": ["Ga", "C", "C", "N", "N", "C", "N", "S", "C", "C", "C", "C", "C", "N", "H", "H", "H", "H", "H", "H", "H", "H", "H", "Se", "C", "N", "C", "C", "C", "C", "C", "C", "C", "C", "N", "C", "C", "C", "C", "H", "H", "H", "H", "H", "H", "H", "H", "H", "H", "H", "H", "H", "H", "H", "H", "H", "H"],
  "positions_angstrom": [[0.907, 0.811, 0.596], [-0.889, 4.506, 2.083], [-0.273, 3.376, 1.234], [0.452, 2.335, 1.717], [0.828, 2.467, 3.024], [1.925, 1.799, 3.322], [2.434, 2.063, 4.567], [2.586, 0.517, 2.371], [-0.752, 3.156, -0.095], [-1.515, 4.059, -0.892], [-2.012, 3.677, -2.177], [-1.708, 2.419, -2.584], [-0.835, 1.626, -1.863], [-0.423, 1.927, -0.630], [-0.531, 4.449, 3.120], [-1.992, 4.348, 2.181], [-0.696, 5.520, 1.674], [2.179, 2.870, 5.145], [3.315, 1.626, 4.853], [-1.638, 5.057, -0.418], [-2.510, 4.488, -2.782], [-2.060, 1.929, -3.498], [-0.449, 0.718, -2.344], [2.781, 1.509, -0.847], [3.744, -0.013, -0.546], [4.379, -0.995, -0.500], [3.143, -3.372, -2.418], [1.727, -2.945, -2.054], [0.702, -3.166, -3.010], [-0.542, -2.571, -2.798], [-1.538, -2.587, -3.896], [-0.839, -1.852, -1.643], [0.171, -1.682, -0.623], [1.438, -2.366, -0.803], [0.001, -0.924, 0.497], [-1.084, -1.380, 1.584], [-2.255, -0.454, 1.476], [-1.412, -2.827, 1.426], [-0.368, -1.211, 2.929], [3.150, -3.534, -3.516], [3.343, -4.300, -1.899], [3.809, -2.601, -2.011], [0.955, -3.725, -3.916], [-2.286, -3.384, -3.809], [-1.027, -2.831, -4.835], [-2.026, -1.557, -3.949], [-1.708, -1.201, -1.603], [2.213, -2.384, -0.098], [-1.904, 0.510, 1.000], [-2.690, -0.175, 2.466], [-3.084, -0.779, 0.826], [-2.146, -2.930, 0.545], [-1.983, -3.188, 2.323], [-0.511, -3.406, 1.248], [-0.644, -0.209, 3.387], [0.762, -1.221, 2.844], [-0.616, -1.992, 3.617]],
  "lowdin_charge": [0.0512, -0.0140, -0.1862, -0.0294, 0.0016, -0.8048, 0.0738, 0.7096, -0.2045, 0.0249, -0.0359, -0.0614, -0.0918, 0.0319, 0.0642, 0.1044, 0.0885, 0.1090, 0.0967, 0.1160, 0.1358, 0.1218, 0.1268, 0.7145, -0.8108, 0.0754, -0.0482, -0.2482, -0.0192, -0.3113, -0.0721, -0.0204, -0.3375, 0.0145, -0.0539, -0.5805, -0.0598, -0.0568, -0.0739, 0.0800, 0.0747, 0.0373, 0.1112, 0.0796, 0.0717, 0.0935, 0.1044, 0.0828, 0.0684, 0.0903, 0.0817, 0.1022, 0.1015, 0.0890, 0.0900, 0.0391, 0.0622],
  "lumo_energy_ev": -1.5,
  "homo_lumo_gap_ev": 5.86,
  "largest_force_ev_per_a": 4.696,
  "e_tot_ha": -5869.3512
}

=====

# 2
{
  "formula": "C37H33F6N7O6S3Ta",
  "method": "wB97M-V/def2-TZVPD",
  "elements": ["Ta", "N", "C", "S", "N", "N", "C", "C", "C", "C", "C", "C", "C", "C", "C", "C", "C", "C", "N", "H", "H", "H", "H", "H", "H", "H", "H", "H", "H", "H", "C", "C", "C", "C", "C", "C", "C", "C", "C", "C", "N", "C", "C", "C", "C", "C", "N", "H", "H", "H", "H", "H", "H", "H", "H", "H", "H", "H", "H", "H", "H", "H", "H", "H", "F", "C", "F", "F", "S", "O", "O", "N", "S", "O", "O", "C", "F", "F", "F", "O", "C", "O", "C", "C", "C", "C", "C", "C", "H", "H", "H", "H", "H"],
  "positions_angstrom": [[0.433, -0.153, -0.474], [0.371, 4.329, 0.615], [0.200, 2.994, 0.551], [1.593, 2.025, 0.223], [-1.002, 2.529, 0.762], [-1.037, 1.150, 0.700], [-2.050, 0.596, 1.279], [-3.121, 1.327, 1.975], [-3.348, 1.060, 3.322], [-4.366, 1.715, 3.996], [-5.177, 2.612, 3.318], [-4.962, 2.864, 1.970], [-3.928, 2.235, 1.301], [-2.090, -0.879, 1.240], [-3.192, -1.607, 1.648], [-3.142, -2.995, 1.588], [-1.990, -3.602, 1.130], [-0.938, -2.801, 0.712], [-0.981, -1.474, 0.751], [1.290, 4.727, 0.549], [-0.382, 4.889, 0.980], [-2.729, 0.344, 3.847], [-4.530, 1.517, 5.045], [-5.983, 3.112, 3.837], [-5.600, 3.556, 1.439], [-3.745, 2.444, 0.256], [-4.073, -1.094, 2.003], [-3.996, -3.583, 1.894], [-1.894, -4.674, 1.058], [-0.042, -3.243, 0.311], [3.756, -4.089, 1.108], [2.294, -3.698, 0.919], [1.707, -3.007, 2.127], [1.415, -3.777, 3.248], [0.870, -3.209, 4.385], [0.643, -1.847, 4.425], [0.924, -1.030, 3.331], [0.776, 0.455, 3.489], [1.912, 1.046, 4.318], [1.415, -1.637, 2.172], [1.665, -0.850, 0.981], [3.041, -0.683, 0.772], [3.350, -0.369, -0.499], [4.557, -0.131, -1.282], [4.196, 0.093, -2.546], [2.695, 0.068, -2.653], [2.256, -0.283, -1.346], [4.123, -4.644, 0.247], [3.883, -4.716, 1.991], [4.387, -3.213, 1.236], [1.714, -4.607, 0.728], [2.188, -3.074, 0.028], [1.613, -4.840, 3.219], [0.639, -3.823, 5.244], [0.253, -1.393, 5.327], [-0.182, 0.675, 3.968], [0.768, 0.945, 2.520], [1.962, 0.596, 5.309], [1.783, 2.121, 4.439], [2.872, 0.878, 3.831], [3.735, -0.887, 1.570], [5.559, -0.165, -0.893], [4.840, 0.279, -3.386], [2.285, -0.596, -3.423], [-0.730, 0.193, -4.449], [-2.014, 0.158, -4.110], [-2.441, 1.399, -3.886], [-2.682, -0.368, -5.123], [-2.359, -0.872, -2.607], [-1.592, -0.344, -1.481], [-3.766, -0.778, -2.471], [-1.881, -2.316, -2.993], [-0.520, -2.938, -2.534], [-0.670, -4.218, -1.936], [0.365, -1.982, -1.838], [0.406, -3.240, -4.109], [0.671, -2.092, -4.732], [-0.313, -4.014, -4.906], [1.555, -3.838, -3.820], [2.271, 1.427, -3.077], [1.065, 1.837, -2.829], [0.250, 1.200, -2.130], [0.690, 3.137, -3.393], [-0.484, 3.741, -2.943], [-0.848, 4.975, -3.447], [-0.048, 5.599, -4.395], [1.124, 5.001, -4.841], [1.501, 3.769, -4.338], [-1.091, 3.246, -2.199], [-1.753, 5.454, -3.103], [-0.338, 6.564, -4.787], [1.741, 5.495, -5.576], [2.411, 3.296, -4.675]],
  "lowdin_charge": [1.7843, 0.1068, -0.8039, 0.8199, 0.0381, -0.0766, -0.1708, -0.1934, -0.0393, -0.0609, -0.0653, -0.0585, -0.0202, -0.1901, 0.0394, 0.0068, 0.0097, -0.1110, -0.0005, 0.0947, 0.1126, 0.1165, 0.1100, 0.1099, 0.1098, 0.1174, 0.1290, 0.1257, 0.1283, 0.0834, -0.0708, -0.2095, -0.1954, -0.0318, -0.0577, -0.0311, -0.1740, -0.2115, -0.0689, -0.2038, -0.1590, -0.1225, -0.3269, 0.0338, 0.0306, -0.2444, -0.1673, 0.0790, 0.0777, 0.0661, 0.1198, 0.0922, 0.1214, 0.1093, 0.1200, 0.1084, 0.0361, 0.0766, 0.0774, 0.0771, 0.1377, 0.1228, 0.1196, 0.1568, 0.1515, -0.6649, 0.1616, 0.1753, 0.6567, -0.4124, -0.2058, -0.2484, 0.6624, -0.2201, -0.4146, -0.6715, 0.1410, 0.1752, 0.1656, 0.0977, -0.4302, -0.1609, -0.1220, -0.0113, -0.0492, -0.0500, -0.0507, 0.0089, 0.1141, 0.1127, 0.1130, 0.1126, 0.1239],
  "charge": 1,
  "lumo_energy_ev": -3.9,
  "homo_lumo_gap_ev": 6.31,
  "largest_force_ev_per_a": 0.684,
  "e_tot_ha": -4115.2170
}

=====

# 3
{
  "formula": "C11H24N4O3",
  "method": "wB97M-V/def2-TZVPD",
  "elements": ["C", "C", "N", "H", "H", "H", "C", "O", "N", "C", "C", "H", "H", "H", "H", "H", "H", "H", "C", "O", "N", "C", "C", "H", "H", "H", "H", "H", "H", "H", "C", "O", "N", "C", "C", "H", "H", "H", "H", "H", "H", "H"],
  "positions_angstrom": [[8.045, 8.092, 9.301], [7.138, 9.053, 8.772], [6.307, 9.774, 8.394], [8.616, 7.725, 8.460], [7.590, 7.218, 9.740], [8.767, 8.541, 9.968], [7.813, 11.136, 11.845], [8.756, 10.381, 11.754], [6.855, 10.904, 12.748], [5.713, 11.904, 12.879], [6.637, 9.612, 13.359], [7.793, 12.127, 11.379], [5.587, 12.401, 13.874], [4.790, 11.319, 12.605], [5.827, 12.696, 12.169], [5.771, 9.663, 14.013], [6.486, 8.816, 12.635], [7.534, 9.305, 13.917], [8.908, 10.142, 6.834], [9.607, 9.140, 6.551], [9.324, 11.096, 7.729], [10.609, 10.942, 8.389], [8.479, 12.249, 8.040], [7.971, 10.364, 6.409], [11.265, 11.808, 8.279], [11.100, 10.060, 7.950], [10.465, 10.757, 9.481], [8.161, 12.243, 9.122], [9.016, 13.154, 7.825], [7.592, 12.098, 7.467], [5.822, 5.700, 8.234], [5.999, 5.341, 9.425], [6.712, 5.515, 7.251], [6.409, 6.054, 5.938], [7.927, 4.683, 7.412], [4.934, 6.188, 7.826], [6.479, 5.223, 5.221], [7.152, 6.772, 5.600], [5.419, 6.531, 5.939], [8.851, 5.315, 7.418], [7.870, 4.298, 8.420], [8.003, 3.959, 6.607]],
  "lowdin_charge": [-0.0504, -0.2847, 0.1591, 0.0682, 0.0730, 0.0752, -0.3698, 0.0027, -0.1736, -0.0320, -0.0502, 0.1211, 0.0930, 0.0994, 0.0582, 0.0843, 0.0891, 0.0947, -0.3305, -0.0453, -0.1860, -0.0453, -0.0465, 0.1017, 0.0846, 0.0859, 0.0896, 0.0812, 0.0796, 0.0619, -0.3320, -0.0429, -0.1919, -0.0548, -0.0169, 0.1278, 0.0885, 0.0849, 0.0897, 0.0976, 0.0773, 0.0843],
  "smiles": "CN(C)C=O.CN(C)C=O.CN(C)C=O.CC#N",
  "lumo_energy_ev": 0.8,
  "homo_lumo_gap_ev": 9.91,
  "largest_force_ev_per_a": 3.818,
  "e_tot_ha": -878.2514
}

=====

# 4
{
  "formula": "C49H53N7O2PSn",
  "method": "wB97M-V/def2-TZVPD",
  "elements": ["Sn", "O", "C", "C", "C", "C", "C", "C", "C", "O", "N", "N", "C", "C", "C", "C", "C", "C", "N", "H", "H", "H", "H", "H", "H", "H", "H", "H", "H", "C", "C", "C", "C", "N", "C", "C", "C", "C", "C", "C", "C", "H", "H", "H", "H", "H", "H", "H", "H", "C", "C", "C", "P", "C", "C", "C", "C", "C", "C", "C", "C", "C", "C", "N", "C", "C", "C", "C", "C", "C", "C", "C", "C", "H", "H", "H", "H", "H", "H", "H", "H", "H", "H", "H", "H", "H", "H", "H", "H", "H", "H", "H", "H", "H", "H", "H", "H", "H", "H", "H", "H", "H", "H", "H", "N", "C", "C", "N", "C", "H", "H", "H", "H"],
  "positions_angstrom": [[0.086, -0.092, -0.700], [-3.796, -4.306, -2.175], [-4.524, -3.205, -2.407], [-5.901, -3.359, -2.579], [-6.701, -2.268, -2.854], [-6.150, -0.993, -2.962], [-4.789, -0.835, -2.766], [-3.958, -1.917, -2.484], [-2.512, -1.646, -2.200], [-2.107, -0.466, -2.102], [-1.752, -2.747, -2.081], [-0.490, -2.437, -1.700], [0.408, -3.331, -1.807], [1.785, -3.018, -1.396], [2.839, -3.829, -1.798], [4.131, -3.482, -1.443], [4.332, -2.365, -0.651], [3.224, -1.625, -0.269], [1.984, -1.918, -0.656], [-2.845, -4.000, -2.108], [-6.322, -4.352, -2.483], [-7.768, -2.409, -2.985], [-6.775, -0.137, -3.176], [-4.328, 0.143, -2.808], [0.183, -4.316, -2.217], [2.640, -4.713, -2.390], [4.972, -4.078, -1.777], [5.321, -2.070, -0.327], [3.329, -0.768, 0.388], [3.555, 2.754, 0.702], [4.343, 2.909, -0.431], [3.986, 2.279, -1.612], [2.842, 1.483, -1.646], [2.113, 1.327, -0.535], [2.442, 1.936, 0.604], [2.323, 0.787, -2.857], [3.014, 0.854, -4.070], [2.503, 0.244, -5.204], [1.295, -0.442, -5.124], [0.627, -0.524, -3.908], [1.116, 0.081, -2.747], [3.797, 3.243, 1.637], [5.236, 3.522, -0.396], [4.594, 2.411, -2.496], [1.783, 1.728, 1.445], [3.964, 1.370, -4.146], [3.040, 0.305, -6.143], [0.883, -0.917, -6.008], [-0.313, -1.069, -3.864], [-1.859, 4.287, 3.578], [-1.244, 3.815, 2.260], [0.200, 4.323, 2.190], [-1.196, 1.979, 1.804], [-2.900, 1.592, 1.099], [-3.285, 0.141, 1.398], [-4.051, 2.540, 1.429], [-1.127, 1.097, 3.404], [-2.091, 1.247, 4.406], [-2.066, 0.575, 5.619], [-3.111, 0.814, 6.683], [-1.002, -0.312, 5.819], [-0.042, -0.525, 4.857], [-0.064, 0.145, 3.585], [0.833, -0.096, 2.618], [1.881, -0.982, 2.845], [3.147, -0.520, 3.251], [3.299, 0.918, 3.662], [4.232, -1.394, 3.282], [4.101, -2.739, 2.954], [5.298, -3.655, 2.908], [2.826, -3.206, 2.646], [1.725, -2.361, 2.597], [0.348, -2.893, 2.308], [-1.758, 5.376, 3.656], [-1.345, 3.837, 4.428], [-2.920, 4.050, 3.656], [-1.799, 4.280, 1.437], [0.815, 3.822, 2.947], [0.245, 5.401, 2.378], [0.644, 4.123, 1.214], [-2.722, 1.647, 0.018], [-3.561, 0.013, 2.446], [-2.456, -0.542, 1.192], [-4.132, -0.157, 0.771], [-4.287, 2.536, 2.497], [-4.954, 2.215, 0.897], [-3.841, 3.569, 1.127], [-2.929, 1.911, 4.225], [-4.030, 1.211, 6.246], [-2.772, 1.533, 7.438], [-3.365, -0.110, 7.210], [-0.941, -0.860, 6.758], [0.751, -1.243, 5.037], [2.982, 1.592, 2.862], [4.336, 1.142, 3.924], [2.665, 1.142, 4.524], [5.209, -1.013, 3.574], [6.099, -3.293, 3.556], [5.701, -3.722, 1.892], [5.036, -4.668, 3.221], [2.688, -4.268, 2.444], [0.371, -3.974, 2.152], [-0.076, -2.416, 1.424], [-0.332, -2.669, 3.134], [-1.718, 3.594, -3.251], [-0.828, 4.516, -2.744], [-0.128, 3.846, -1.787], [-0.569, 2.544, -1.700], [-1.521, 2.422, -2.594], [-2.382, 3.755, -3.985], [-0.784, 5.532, -3.100], [0.666, 4.218, -1.154], [-2.076, 1.510, -2.784]],
  "lowdin_charge": [1.2524, 0.0357, -0.2808, -0.0283, -0.1029, -0.1074, -0.0358, -0.0707, -0.4540, -0.1689, 0.0314, -0.0687, -0.0919, -0.2565, -0.0228, -0.0630, -0.0509, -0.1185, 0.0658, 0.0586, 0.1098, 0.0951, 0.0896, 0.1036, 0.1244, 0.1081, 0.1036, 0.1053, 0.1077, -0.0596, -0.0615, -0.0135, -0.2350, 0.0010, -0.1572, -0.2052, -0.0535, -0.1072, -0.0954, -0.1213, -0.2288, 0.1043, 0.1024, 0.0960, 0.0585, 0.0905, 0.0908, 0.0936, 0.0791, -0.1320, -0.5501, -0.1560, 1.0374, -0.5592, -0.1266, -0.1244, -0.3083, -0.1047, -0.3126, -0.0817, -0.0766, -0.0416, -0.3325, 0.0247, -0.2769, -0.2106, -0.0394, -0.0336, -0.3052, -0.0688, -0.0339, -0.2236, -0.0379, 0.0680, 0.0724, 0.0520, 0.0851, 0.0759, 0.0685, 0.0307, 0.0601, 0.0687, 0.0448, 0.0742, 0.0588, 0.0712, 0.0592, 0.0831, 0.0643, 0.0656, 0.0639, 0.1012, 0.1014, 0.0242, 0.0731, 0.0837, 0.1051, 0.0673, 0.0608, 0.0695, 0.1114, 0.0731, 0.0396, 0.0750, 0.0519, -0.1088, -0.1437, 0.0282, -0.1865, 0.1414, 0.0989, 0.0923, 0.1002],
  "charge": -1,
  "lumo_energy_ev": 2.3,
  "homo_lumo_gap_ev": 5.57,
  "largest_force_ev_per_a": 0.480,
  "e_tot_ha": -2988.5397
}